This record from the Open Molecules 2025 dataset describes a molecular structure, C26H30NSTc. The level of theory is ωB97M-V/def2-TZVPD.

multiplicity = 4
HOMO level (alpha / beta) = -9.6 / -10.3 eV
Kohn-Sham gap (alpha / beta) = 6.846 / 6.620 eV
DFT total energy = -41960.8208 eV
<S²> = 3.7925
total charge = +1
molecular weight = 486.60 g mol⁻¹

Each line ends with the Löwdin charge.
Positions of all 59 atoms, in Å:
C 0.262775 0.188914 -4.401973  -0.42
C 0.820705 1.562944 -4.495696  -0.11
C 0.966133 -0.815009 -5.322080  -0.09
C -1.216022 0.134922 -4.573862  -0.12
H 0.726143 -0.583699 -6.372463  0.10
H 0.643209 -1.844398 -5.121734  0.08
H 2.055737 -0.780298 -5.223045  0.06
H 0.624365 1.986016 -5.489689  0.10
H 1.900009 1.568332 -4.351214  0.06
H 0.363110 2.210092 -3.743483  0.08
H -1.491490 0.449116 -5.591474  0.10
H -1.713774 0.797665 -3.862890  0.08
H -1.594242 -0.878883 -4.433647  0.07
C 2.581623 -0.460098 -0.115224  -0.17
C 2.617733 -1.269774 -1.297740  -0.18
C 2.461131 -0.413160 -2.420991  -0.21
H 2.747009 -2.342171 -1.337827  0.12
C 2.428278 0.947630 -1.949650  -0.15
C 2.525001 0.915550 -0.524305  -0.15
H 2.570874 1.796766 0.106812  0.12
H 2.652072 -0.832335 0.901587  0.12
H 2.479343 -0.729719 -3.452872  0.09
H 2.399170 1.852016 -2.546300  0.10
C -1.955857 -1.619781 -0.558594  -0.13
C -0.845801 -2.295033 0.009911  -0.16
C 0.180671 -2.386574 -1.000329  -0.25
H -0.822608 -2.848661 0.943872  0.09
C -0.334202 -1.787524 -2.210216  -0.30
C -1.657794 -1.259536 -1.881968  -0.10
H -2.347550 -0.771978 -2.565138  0.09
H -2.918276 -1.483900 -0.070485  0.11
H 0.975683 -3.135826 -0.979332  0.11
H 0.055766 -1.973179 -3.202041  0.09
Tc 0.715048 -0.296470 -1.199205  1.35
N 0.064954 0.372977 0.602974  -0.41
S -0.751150 -0.290797 1.932964  1.11
C 0.376919 -0.496522 3.326762  -0.38
C 0.356121 -1.762254 3.946341  -0.08
C 1.084666 -1.982967 5.114183  -0.06
C 1.852727 -0.950502 5.666021  -0.05
C 1.889157 0.299582 5.041604  -0.05
C 1.164003 0.528375 3.863308  -0.07
C -1.837937 1.021987 2.536999  -0.37
C -3.173991 0.647966 2.776353  -0.08
C -4.093654 1.600037 3.214039  -0.06
C -3.691366 2.925577 3.411595  -0.05
C -2.359645 3.288885 3.193080  -0.05
C -1.423022 2.338913 2.759579  -0.08
H 0.227711 1.361814 0.772066  0.01
H -0.256585 -2.547168 3.501294  0.10
H 1.053938 -2.966214 5.588556  0.12
H 2.425279 -1.128441 6.578629  0.12
H 2.489797 1.104596 5.474272  0.12
H 1.194036 1.500310 3.375475  0.10
H -3.461028 -0.390564 2.602665  0.11
H -5.127899 1.300588 3.380157  0.12
H -4.422874 3.669581 3.726944  0.12
H -2.051062 4.323131 3.346141  0.12
H -0.383069 2.629135 2.601264  0.10

Forces on atoms 1 to 6 (eV/Å):
C 0.1 -0.3 -2.1
C 0.2 0.1 0.4
C -0.1 0.2 0.7
C -0.2 -0.1 0.3
H 0.0 -0.1 0.2
H 0.0 0.1 -0.2

=====

This record from the Open Molecules 2025 dataset describes a molecular structure, CH5NSi2. The level of theory is ωB97M-V/def2-TZVPD.

multiplicity = 1
HOMO level = -8.3 eV
Kohn-Sham gap = 6.584 eV
DFT total energy = -18357.7965 eV
molecular weight = 87.23 g mol⁻¹
ΔE to the lowest compared entry with this formula, charge and spin = 377.37 kJ/mol

Each line ends with the Löwdin charge.
Positions of all 9 atoms, in Å:
C -0.567727 -0.455021 0.289945  -0.58
N 1.136440 1.559551 1.816378  -0.25
Si -1.335931 -0.269815 -1.384032  0.75
Si 0.974072 0.245002 0.945161  0.29
H -0.888579 -0.317962 -2.740958  -0.12
H -2.799431 -0.466817 -1.640188  -0.09
H 1.730748 2.441468 2.018515  -0.01
H -0.137153 -1.703249 -0.143281  0.07
H 1.887561 -1.033158 0.838460  -0.06

Forces on atoms 1 to 6 (eV/Å):
C -0.2 -2.0 -3.7
N 1.3 2.0 -0.3
Si 0.1 -0.8 3.5
Si 0.5 -1.1 0.5
H 0.9 0.1 -0.9
H 0.2 0.2 0.4

=====

This record from the Open Molecules 2025 dataset describes a molecular structure, CCl2Na4O11. The level of theory is ωB97M-V/def2-TZVPD.

multiplicity = 1
HOMO level = -6.6 eV
Kohn-Sham gap = 3.741 eV
DFT total energy = -66254.5680 eV
molecular weight = 350.87 g mol⁻¹
ΔE to the lowest compared entry with this formula, charge and spin = 117.54 kJ/mol

Each line ends with the Löwdin charge.
Positions of all 18 atoms, in Å:
Na -4.012126 -0.058423 1.575174  0.80
Na -2.432576 3.682777 -1.874276  0.86
Na -2.098816 -1.132953 -2.231106  0.86
Na 0.453924 -0.001273 1.078124  0.69
Cl -1.016806 -1.882493 3.312064  0.59
O -0.817246 -3.270303 3.488654  -0.32
O 0.312964 -1.297693 3.193634  -0.37
O -1.697086 -1.578173 2.094744  -0.38
O -1.583116 -1.439753 4.462944  -0.29
Cl 3.544444 0.110717 -2.700656  0.55
O 3.659654 -0.776303 -3.804106  -0.37
O 3.632874 1.393037 -3.356766  -0.44
O 2.225954 0.209817 -2.080106  -0.40
O 4.650784 0.116897 -1.955736  -0.30
C -1.232186 1.507417 -0.316346  -1.25
O -1.240456 2.670287 0.011674  -0.05
O -1.872736 0.670957 0.282644  -0.12
O -0.477446 1.075467 -1.180556  -0.05

Forces on atoms 1 to 6 (eV/Å):
Na 1.6 0.1 0.0
Na 1.1 -0.4 0.9
Na 1.1 0.8 0.7
Na -0.2 -0.1 -0.2
Cl 5.5 -2.8 -1.0
O -0.5 -1.7 -1.1

=====

This record from the Open Molecules 2025 dataset describes a molecular structure, C4H6CaO3. The level of theory is ωB97M-V/def2-TZVPD.

multiplicity = 1
HOMO level (alpha / beta) = -17.2 / -15.1 eV
Kohn-Sham gap (alpha / beta) = 8.388 / 4.487 eV
DFT total energy = -28802.8353 eV
total charge = +2
molecular weight = 142.17 g mol⁻¹
ΔE to the lowest compared entry with this formula, charge and spin = 491.83 kJ/mol

Each line ends with the Löwdin charge.
Positions of all 14 atoms, in Å:
H 0.393905 -1.667891 -1.522850  0.04
O -0.277445 0.690460 -0.733981  0.08
Ca -1.342541 -2.855048 -0.919022  1.67
O -1.447417 -0.999237 0.143882  -0.16
C -0.934310 0.113562 0.213640  -0.51
O -0.631629 0.686934 1.433121  0.09
C -1.331749 0.457648 2.473989  0.09
C 1.070504 0.922180 -0.867478  -0.02
C 1.735843 0.041193 -1.689374  0.09
H -1.224076 1.190529 3.276035  0.13
H -2.037477 -0.379300 2.467296  0.11
H 2.816205 0.031974 -1.505322  0.11
H 1.499533 1.456782 -0.020976  0.16
H 1.710654 0.310214 -2.748961  0.12

Forces on atoms 1 to 6 (eV/Å):
H 0.9 0.6 -0.2
O -0.5 1.1 -2.5
Ca 0.1 -0.1 -0.2
O -1.2 -0.3 -0.2
C 2.5 0.9 3.6
O 0.2 0.5 -4.5

=====

This record from the Open Molecules 2025 dataset describes a molecular structure, C48H32Br3N8O4V. The level of theory is ωB97M-V/def2-TZVPD.

multiplicity = 4
HOMO level (alpha / beta) = -2.9 / -4.4 eV
Kohn-Sham gap (alpha / beta) = 4.466 / 5.891 eV
DFT total energy = -306215.0691 eV
<S²> = 3.9571
total charge = -1
molecular weight = 1075.49 g mol⁻¹
ΔE to the lowest compared entry with this formula, charge and spin = 0.00 kJ/mol

Each line ends with the Löwdin charge.
Positions of all 96 atoms, in Å:
V -0.676493 0.897894 0.321768  1.00
Br 3.867729 4.224566 0.206896  0.75
C 2.249351 4.225749 -0.867532  -0.54
C 2.434152 3.979035 -2.201943  -0.35
C 0.676096 2.658829 -3.151936  0.07
C -0.890070 3.370916 -1.355465  -0.17
O -1.573901 0.992872 -1.220813  -0.22
C -0.207101 4.054024 -0.228595  -0.15
C -1.129828 3.943646 0.863337  -0.14
N -0.789349 3.806221 2.110071  0.10
C -1.671651 3.290580 3.015449  -0.22
C -1.624175 3.755368 4.326414  -0.02
C -2.510486 3.300469 5.300621  -0.09
C -3.467237 2.364060 4.997940  -0.07
C -3.523933 1.809660 3.706394  -0.16
C -4.501229 0.853909 3.348885  -0.01
C -4.534893 0.358205 2.077512  -0.05
C -3.540382 0.759972 1.176085  -0.13
N -2.602605 1.633525 1.469226  0.07
C -2.605329 2.228663 2.697463  -0.12
C 1.113776 4.391190 -0.032509  -0.09
H 1.854033 4.140818 -4.220452  0.10
H -0.252671 2.633890 -3.711343  0.11
H -2.183929 3.905805 0.574909  0.13
H -0.901835 4.527820 4.551996  0.11
H -2.455735 3.717154 6.298912  0.10
H -4.191963 2.052093 5.740140  0.10
H -5.210302 0.520846 4.097464  0.11
H -5.297371 -0.343314 1.766839  0.10
H -3.510114 0.360727 0.168485  0.09
H 1.328829 4.723809 0.975435  0.08
C 3.007947 -4.246128 -2.828978  -0.08
O 2.748840 -5.320102 -1.944563  -0.08
C 2.721764 -5.032623 -0.614752  -0.28
C 2.872970 -3.754516 -0.092681  -0.02
C 2.819447 -3.552480 1.275693  -0.01
C 2.646874 -4.623649 2.153894  -0.31
C 2.535955 -5.909831 1.614890  -0.03
C 2.548990 -6.111102 0.251841  -0.01
N 2.751972 -4.517421 3.557363  0.05
N 2.433675 -3.496845 4.193794  0.06
C 1.729208 -2.420126 3.654715  -0.27
C 2.054847 -1.147336 4.095221  -0.01
C 1.453500 0.001179 3.583264  0.02
C 0.485552 -0.098432 2.597670  -0.30
O -0.005821 0.880297 1.910131  -0.19
C -0.011572 -1.407412 2.272687  -0.13
N -1.119720 -1.429062 1.493060  0.13
C -1.657620 -2.595377 1.223511  -0.14
C -1.139746 -3.806692 1.699591  -0.03
C -0.013990 -3.799361 2.481503  0.00
C 0.600341 -2.571307 2.790227  -0.11
H 3.034965 -4.675878 -3.827212  0.10
H 3.967923 -3.771682 -2.609546  0.10
H 2.220587 -3.488007 -2.781969  0.05
H 3.025017 -2.898591 -0.733957  0.03
H 2.942354 -2.545889 1.652957  0.11
H 2.416427 -6.748435 2.289462  0.11
H 2.433503 -7.100108 -0.172515  0.12
H 2.870687 -1.058069 4.801714  0.11
H 1.784428 0.981655 3.898274  0.12
H -2.568739 -2.588711 0.635989  0.10
H -1.641818 -4.736410 1.466739  0.10
H 0.372865 -4.721810 2.891201  0.11
C -2.594093 3.317667 -3.200109  -0.04
C -1.553439 3.981294 -2.339477  -0.25
C -0.911346 5.232536 -2.793846  -0.05
C 0.376825 5.195954 -3.156683  -0.01
C 1.361769 4.019340 -3.249327  -0.24
C 3.583864 3.235090 -2.670828  -0.69
Br 4.652332 4.038223 -4.058780  0.68
C 3.852238 1.954552 -2.322639  -0.24
C 3.020758 1.154777 -1.494182  -0.57
Br 3.942429 -0.253241 -0.582127  0.79
C 1.654019 1.212023 -1.210024  -0.38
O 1.159849 0.489658 -0.231937  -0.20
C 0.658503 1.878026 -2.007477  -0.11
N -0.602213 1.924772 -1.257912  -0.21
H -2.328030 3.366907 -4.259526  0.08
H -3.555777 3.824220 -3.079377  0.08
H -2.713974 2.274288 -2.911089  0.07
H -1.483462 6.149799 -2.906144  0.10
H 0.827941 6.117578 -3.517536  0.11
H 4.781793 1.506730 -2.657025  0.08
N -2.259701 -5.181615 -5.470331  0.16
C -1.988140 -4.437217 -4.638059  -0.18
C -1.678187 -3.506322 -3.601356  -0.22
C -0.380429 -3.369991 -3.113404  0.01
C -0.153265 -2.451993 -2.100433  -0.09
N -1.105781 -1.692800 -1.571784  0.09
C -2.339727 -1.825264 -2.045486  -0.13
C -2.684839 -2.710594 -3.049206  0.00
H 0.423056 -3.976684 -3.507333  0.10
H 0.839708 -2.311642 -1.683232  0.10
H -3.090666 -1.182558 -1.599128  0.10
H -3.705011 -2.802255 -3.395075  0.12

Forces on atoms 1 to 6 (eV/Å):
V -0.8 -1.0 -0.6
Br -0.1 0.0 0.0
C 0.0 0.1 0.1
C 0.4 0.4 -0.1
C -0.1 0.0 0.1
C -0.1 0.2 0.3

=====

This record from the Open Molecules 2025 dataset describes a molecular structure, C18H23CuF6N3O7S5. The level of theory is ωB97M-V/def2-TZVPD.

multiplicity = 1
HOMO level = -4.5 eV
Kohn-Sham gap = 6.580 eV
DFT total energy = -152962.8905 eV
total charge = -1
molecular weight = 731.27 g mol⁻¹

Each line ends with the Löwdin charge.
Positions of all 63 atoms, in Å:
Cu -0.407089 -0.287963 0.684019  0.20
O 3.766311 -0.353063 3.974419  0.02
C 2.740911 -0.270063 4.836619  -0.28
C 3.047011 -0.262563 6.199019  -0.03
C 2.053411 -0.177563 7.151919  -0.11
C 0.723911 -0.107463 6.762119  -0.11
C 0.405311 -0.122163 5.419019  -0.02
C 1.393311 -0.200763 4.439419  -0.07
C 0.946911 -0.235763 3.020119  -0.43
O -0.283089 -0.215463 2.764819  -0.02
N 1.928411 -0.322263 2.132019  -0.01
N 1.567511 -0.410563 0.824719  -0.10
C 2.533411 -0.547063 0.020019  -0.86
S 2.326311 -0.775863 -1.687481  0.94
C 4.062311 -0.275863 -2.064281  -0.51
C 4.959111 -0.890763 -1.016981  -0.53
S 4.227511 -0.524863 0.624619  0.94
H 3.368711 -0.361163 3.066519  0.01
H 4.090011 -0.331463 6.469019  0.11
H 2.315611 -0.166663 8.201619  0.09
H -0.057089 -0.042563 7.504719  0.09
H -0.621189 -0.076063 5.082819  0.11
H 4.117411 0.811937 -2.029981  0.07
H 4.297811 -0.632863 -3.063681  0.07
H 5.960811 -0.460563 -1.030181  0.07
H 5.019811 -1.973163 -1.135281  0.07
F -3.146089 -2.629763 2.212419  0.13
C -3.491189 -2.614463 0.923319  -0.63
F -3.498789 -3.899463 0.512319  0.11
F -4.767689 -2.202063 0.864319  0.11
S -2.403789 -1.524863 -0.189381  0.61
O -1.170189 -2.260663 -0.194281  -0.26
O -3.219889 -1.521863 -1.370181  -0.31
N -2.512989 -0.291363 0.766519  -0.30
S -2.400389 1.175637 0.279719  0.61
O -3.180589 1.545837 -0.877181  -0.35
O -1.163089 1.877837 0.465319  -0.25
C -3.513789 1.933637 1.608219  -0.63
F -4.735989 1.392637 1.523119  0.12
F -3.667189 3.251837 1.368219  0.11
F -3.124789 1.827137 2.878119  0.14
C -2.797989 -1.855763 -4.564581  -0.11
C -1.990189 -0.653363 -5.035481  -0.32
C -0.912389 -0.296263 -4.022281  -0.30
S -1.816289 0.525837 -2.619081  1.05
O -1.147689 -0.021963 -1.394381  -0.65
C -1.062789 2.206837 -2.793581  -0.28
C 0.327311 2.310837 -2.187881  -0.28
C 1.459111 2.215037 -3.205181  -0.12
H -3.707789 -1.969563 -5.148181  0.07
H -3.075889 -1.736163 -3.520481  0.04
H -2.203989 -2.761563 -4.654681  0.08
H -2.651789 0.211937 -5.146781  0.10
H -1.541589 -0.853263 -6.013781  0.10
H -0.165889 0.363637 -4.450381  0.07
H -0.435289 -1.175663 -3.602681  0.09
H -1.772389 2.834137 -2.260581  0.08
H -1.080889 2.450037 -3.853781  0.09
H 0.431911 1.514537 -1.444581  0.06
H 0.400211 3.255737 -1.647681  0.12
H 1.568811 1.202737 -3.584781  0.03
H 2.398311 2.489537 -2.730881  0.07
H 1.290211 2.895337 -4.038581  0.07

Forces on atoms 1 to 6 (eV/Å):
Cu 2.3 -0.2 0.7
O 0.1 0.0 0.2
C -0.2 0.0 0.1
C 0.1 0.0 -0.1
C 0.1 0.0 -0.1
C -0.2 0.0 0.1

=====

What is the formula in the fourth record? C4H6CaO3